Entry 1:
Below is 6 unconnected molecules or ions with the total composition C22H58NO15S5Si at a distorted geometry, with properties calculated with ωB97M-V/def2-TZVPD.

Output
- E_HOMO: -12.4 eV
- Total charge: +1
- Orbital gap: 0.3699 hartree

Atoms and positions in Å:
C: 2.8118 -0.7646 3.5587
Si: 1.6473 -0.9225 2.0752
C: 0.4936 -2.4453 2.2150
C: 0.5271 0.5959 1.8266
N: 2.6701 -1.2356 0.5875
C: 3.5912 -2.4196 0.6218
C: 4.0529 -2.4326 -0.8980
C: 4.1178 -0.8897 -1.2653
C: 3.2798 -0.1181 -0.1603
H: 3.1159 0.2726 3.7537
H: 2.4008 -1.2175 4.4708
H: 3.7445 -1.3233 3.3574
H: -0.2899 -2.2090 2.9381
H: 1.1078 -3.3106 2.4997
H: 0.0969 -2.6236 1.2007
H: 0.8301 1.4565 2.4310
H: -0.4902 0.3314 2.1452
H: 0.5214 0.8176 0.7462
H: 1.9629 -1.5841 -0.0700
H: 2.9617 -3.2921 0.8143
H: 4.4744 -2.2970 1.2473
H: 5.0638 -2.8410 -0.9343
H: 3.2956 -3.0220 -1.4230
H: 3.5709 -0.7984 -2.2047
H: 5.1702 -0.6074 -1.2892
H: 2.5286 0.4946 -0.6638
H: 3.9861 0.5211 0.3773
O: 1.7756 0.6921 -5.8214
S: 1.4506 -0.3440 -4.8830
O: 2.4785 -1.1540 -4.2824
O: 0.3437 -1.3071 -5.5318
C: 0.6101 -1.8684 -6.8278
C: 1.5706 -3.0408 -6.7568
C: 0.4433 0.3244 -3.5967
H: 0.9771 -1.0966 -7.5075
H: -0.3508 -2.2072 -7.2135
H: 2.5689 -2.7150 -6.4632
H: 1.6463 -3.5304 -7.7280
H: 1.2348 -3.7689 -6.0174
H: -0.3675 0.8963 -4.0397
H: 1.0732 0.9755 -2.9922
H: 0.0559 -0.4937 -2.9930
O: 0.7790 3.5976 -2.6788
S: 0.5248 5.0035 -2.8453
O: -0.7047 5.4726 -3.4144
O: 1.7505 5.6792 -3.6284
C: 2.1537 5.1012 -4.8829
C: 1.2262 5.4948 -6.0169
C: 0.7802 5.8245 -1.3027
H: 2.2311 4.0148 -4.7945
H: 3.1553 5.4808 -5.0825
H: 0.2391 5.0493 -5.8914
H: 1.6302 5.1593 -6.9723
H: 1.0935 6.5766 -6.0472
H: 1.7377 5.5130 -0.8935
H: -0.0297 5.5315 -0.6372
H: 0.7578 6.8983 -1.4708
O: 1.2655 2.3511 4.5723
S: 1.1359 1.8906 5.9307
O: 0.5111 0.6334 6.2322
O: 0.4475 3.0436 6.8048
C: -0.7997 3.5932 6.3464
C: -1.9727 2.6806 6.6518
C: 2.7204 1.9397 6.7089
H: -0.7441 3.8240 5.2801
H: -0.9256 4.5377 6.8742
H: -1.9223 1.7634 6.0643
H: -2.9137 3.1801 6.4201
H: -1.9727 2.3935 7.7035
H: 3.1731 2.9100 6.5219
H: 3.3263 1.1484 6.2716
H: 2.5913 1.7672 7.7744
O: -4.4279 0.9485 -0.7617
S: -4.2047 0.9124 -2.1807
O: -2.8973 0.6456 -2.7176
O: -4.7697 2.2669 -2.8301
C: -4.3223 3.5181 -2.2807
C: -2.9263 3.8734 -2.7517
C: -5.3658 -0.1885 -2.9279
H: -4.3791 3.4970 -1.1897
H: -5.0288 4.2731 -2.6241
H: -2.1866 3.1829 -2.3426
H: -2.6612 4.8778 -2.4381
H: -2.8596 3.8128 -3.8374
H: -6.3600 0.0486 -2.5588
H: -5.0879 -1.2011 -2.6433
H: -5.3116 -0.0739 -4.0076
O: -0.8000 -7.3001 3.6487
S: -1.8465 -6.5607 4.2984
O: -2.6434 -7.1486 5.3348
O: -2.8200 -5.9478 3.1756
C: -3.3735 -6.8460 2.2012
C: -4.5357 -7.6465 2.7581
C: -1.1937 -5.0262 4.8810
H: -2.5955 -7.5019 1.8038
H: -3.7218 -6.2224 1.3777
H: -4.2001 -8.3487 3.5211
H: -5.0216 -8.2150 1.9644
H: -5.2691 -6.9870 3.2229
H: -0.6338 -4.5570 4.0763
H: -0.5378 -5.2431 5.7215
H: -2.0172 -4.3940 5.2045

Atomic forces in eV per Å
0.610 -0.331 -0.594
-1.605 0.523 2.513
1.539 0.602 -0.859
0.612 -0.684 -0.398
-0.782 -0.084 0.258
0.409 -0.044 -2.236
0.049 1.016 1.912
-1.139 -1.260 0.316
1.894 -0.333 -1.879
-0.282 -0.206 -0.036
-0.168 0.275 -0.265
-0.264 0.141 0.093
0.065 -0.213 -0.164
-0.481 0.024 0.135
-0.300 -0.105 0.491
0.148 -0.113 -0.317
0.230 -0.040 -0.217
-0.278 0.322 0.380
-0.091 0.155 0.027
0.477 0.076 0.530
-0.541 0.150 0.435
-0.380 -0.379 -0.398
0.488 0.238 -0.455
0.722 0.369 -0.254
-0.347 0.361 -0.284
-0.074 -0.101 0.499
-0.587 -0.298 0.642
0.284 -0.424 0.227
-0.943 -0.024 -0.078
0.098 0.226 -0.118
0.308 0.458 0.506
0.252 -0.466 -0.737
0.202 0.091 0.216
0.000 -0.091 -0.019
-0.002 0.095 0.174
-0.100 0.160 0.248
-0.016 0.001 -0.042
-0.082 0.040 -0.004
-0.068 -0.016 -0.074
-0.008 -0.013 0.053
0.031 0.089 -0.135
-0.063 -0.013 -0.090
-0.196 0.069 -0.217
0.542 0.892 -0.031
0.473 -0.341 0.005
-0.373 -0.301 0.613
0.126 -0.272 -0.888
-0.273 -0.005 0.130
0.063 -0.032 -0.014
-0.085 0.047 0.159
-0.036 0.102 0.295
0.032 -0.015 -0.019
0.078 -0.004 0.057
0.087 -0.009 -0.027
-0.003 0.008 -0.032
-0.036 -0.046 -0.078
-0.011 -0.028 -0.042
-0.220 -0.353 0.101
0.046 0.569 0.895
0.122 0.195 -0.536
0.593 -0.472 -0.322
-0.897 0.208 -0.193
0.119 -0.273 -0.054
-0.045 0.088 0.005
0.178 -0.093 0.033
0.300 -0.064 0.082
-0.016 0.031 -0.005
0.058 0.074 0.015
-0.026 0.089 0.004
-0.042 -0.003 0.001
-0.079 -0.027 -0.032
-0.038 -0.010 -0.024
0.428 -0.019 -0.273
-0.605 0.458 -0.460
-0.110 -0.033 0.406
-0.019 -0.792 0.173
0.474 0.691 0.227
-0.161 -0.405 0.145
0.000 0.061 -0.028
-0.066 -0.206 -0.048
-0.156 -0.268 -0.109
0.004 0.042 0.004
-0.158 0.035 -0.015
-0.015 0.126 0.009
0.033 0.034 0.011
0.069 0.042 0.048
0.029 0.026 0.024
-0.343 0.009 0.209
-0.296 0.303 -0.164
0.390 -0.028 -0.327
0.494 0.133 0.408
-0.466 -0.591 -0.446
0.080 -0.075 0.264
-0.051 0.086 -0.046
0.093 0.083 0.153
0.145 0.211 0.159
0.000 0.002 -0.036
0.041 0.066 -0.047
-0.010 0.019 -0.086
-0.029 -0.040 -0.014
-0.038 -0.119 -0.013
-0.014 -0.046 -0.005



Entry 2:
Below is 9 unconnected molecules or ions with the total composition C22H59BF4N3O12PS4 at a distorted geometry, with properties calculated with ωB97M-V/def2-TZVPD.

Output
- E_HOMO (alpha / beta): -16.0 / -16.0 eV
- Total charge: +3
- Orbital gap (alpha / beta): 0.2744 / 0.1268 hartree
- Multiplicity: 2

Atoms and positions in Å:
N: 2.4826 -0.0454 -1.7787
H: 2.4944 0.5769 -2.5742
H: 3.0509 0.3338 -1.0349
H: 2.8125 -0.9542 -2.0708
H: 1.5184 0.0062 -1.4824
N: 3.7321 -3.2619 0.3643
H: 4.6303 -3.0325 0.7652
H: 2.9551 -2.9695 0.9396
H: 3.5993 -4.2479 0.1902
H: 3.6070 -2.8041 -0.5272
N: 0.5554 -4.4985 -2.0935
H: 1.5172 -4.8032 -2.0458
H: 0.4087 -3.9798 -2.9476
H: 0.2692 -3.9644 -1.2854
H: 0.0099 -5.3471 -2.1409
B: 0.8174 -1.4666 0.7049
F: 0.2724 -0.2513 0.0822
F: -0.1133 -1.8894 1.6159
F: 0.9674 -2.3868 -0.3098
F: 2.0532 -1.2417 1.2258
C: -3.8894 -3.3291 0.2816
C: -4.6115 -4.5767 -0.2398
C: -5.4203 -5.1758 1.0395
S: -4.1480 -5.0703 2.4144
O: -3.1850 -6.1966 2.2401
O: -4.8348 -4.7165 3.6416
C: -3.2399 -3.6160 1.6651
H: -4.5545 -2.4834 0.4566
H: -3.1152 -3.0187 -0.4200
H: -3.7751 -5.2571 -0.3999
H: -5.2212 -4.4607 -1.1359
H: -5.9024 -6.1437 0.9023
H: -6.1735 -4.4046 1.2009
H: -2.1895 -3.9006 1.6039
H: -3.2652 -2.8474 2.4376
C: -2.1711 0.9912 -3.0408
C: -2.8211 0.4071 -4.3261
C: -1.8168 -0.6200 -4.9383
S: -1.4240 -1.6703 -3.4344
O: -0.1266 -2.2290 -3.6392
O: -2.5772 -2.5531 -3.1126
C: -1.5050 -0.1882 -2.3273
H: -2.9205 1.4462 -2.3931
H: -1.3450 1.6778 -3.2259
H: -2.9774 1.2743 -4.9678
H: -3.7990 0.0229 -4.0358
H: -0.8629 -0.1451 -5.1674
H: -2.0902 -1.2200 -5.8062
H: -0.4649 0.0684 -2.1262
H: -2.0044 -0.3659 -1.3748
C: 3.1042 -2.2545 4.8543
C: 3.6580 -0.8757 5.1889
C: 4.6766 -0.7172 4.0741
S: 5.5589 -2.3511 3.8448
O: 6.7414 -2.2932 4.6827
O: 5.5985 -2.6698 2.3860
C: 4.3525 -3.1833 4.9015
H: 2.6594 -2.2335 3.8595
H: 2.2361 -2.5886 5.4225
H: 4.0332 -0.8047 6.2098
H: 2.7923 -0.2169 5.1210
H: 5.3463 0.1427 4.0644
H: 4.1609 -0.5635 3.1262
H: 4.8225 -3.2680 5.8813
H: 4.1689 -4.1804 4.5014
C: -2.2645 2.9818 1.5622
C: -3.2887 3.4260 0.4467
C: -4.6064 2.8674 0.8680
S: -4.1795 1.1219 1.2744
O: -4.0692 0.1668 0.1413
O: -4.8403 0.6154 2.5466
C: -2.4855 1.5029 1.7501
H: -2.3653 3.5403 2.4928
H: -1.2153 3.2227 1.3909
H: -3.0021 2.8580 -0.4383
H: -3.3603 4.4682 0.1356
H: -5.4233 3.0104 0.1607
H: -4.9205 3.2271 1.8479
H: -1.8783 0.6609 1.4177
H: -2.6034 1.3276 2.8194
C: -0.6058 6.4532 -3.4929
C: -0.7232 5.0481 -2.9950
O: -0.2917 4.7052 -1.6992
P: 0.9556 3.6734 -1.4385
O: 0.9293 2.3248 -2.0881
O: 2.1507 4.5670 -2.0724
C: 3.4441 3.9052 -2.0969
C: 4.3704 4.9929 -1.7850
O: 1.2259 3.7807 0.1750
C: 2.0918 2.7836 0.8014
C: 1.4704 2.2036 2.0311
H: -1.1355 6.5353 -4.4420
H: -0.9899 7.2754 -2.8892
H: 0.4824 6.4694 -3.5538
H: -1.7883 4.8266 -3.0631
H: -0.3993 4.3298 -3.7481
H: 3.5260 3.0785 -1.3913
H: 3.5354 3.5512 -3.1238
H: 5.3948 4.6552 -1.6277
H: 4.3769 5.5886 -2.6978
H: 4.0717 5.6377 -0.9585
H: 2.3677 1.8746 0.2669
H: 3.0884 3.1956 0.9599
H: 1.0953 3.0249 2.6417
H: 0.5940 1.5854 1.8369
H: 2.1478 1.5229 2.5468

Atomic forces in eV per Å
0.316 0.318 -0.539
0.262 0.738 -0.487
0.279 0.264 0.275
-0.267 -0.269 0.007
-1.048 -0.382 0.727
-0.950 -0.507 -1.107
0.996 0.105 1.136
-0.162 0.684 0.734
0.575 -0.578 0.195
0.120 0.269 -0.180
0.039 -1.266 -0.022
0.392 0.085 0.147
-0.382 1.085 -0.738
0.083 0.673 0.386
-0.483 -0.449 -0.094
-2.747 2.340 0.215
1.142 -0.879 0.288
0.086 -0.441 0.297
0.415 -1.750 -1.702
1.434 0.327 0.588
-0.826 0.329 0.874
1.160 -1.031 2.453
0.088 1.477 -2.735
-0.437 -1.353 0.282
-1.592 1.807 0.331
1.054 -0.501 -1.266
1.116 0.632 -0.650
-0.136 0.052 -0.268
0.081 0.020 0.052
-0.316 -0.468 -0.694
-0.151 -0.036 0.289
0.494 -0.164 0.400
-0.038 -0.146 1.048
-0.131 -0.407 -0.034
-0.590 0.097 -0.062
0.353 -1.237 -0.480
0.705 0.852 -0.074
-0.453 -0.044 1.562
-5.479 2.429 -1.077
2.421 -1.373 0.671
2.288 0.802 -0.137
0.829 -0.295 0.673
0.100 -0.010 -0.103
-0.398 0.335 -0.367
-0.131 -0.371 -0.452
0.133 -0.465 -0.401
0.035 0.163 0.053
-0.386 -0.093 0.327
-0.097 -0.123 0.111
0.054 -0.670 -0.105
0.374 -0.948 0.466
-0.813 -0.435 -0.378
0.300 0.547 -1.322
0.139 2.345 1.645
-0.115 -0.439 -1.590
-0.442 -0.145 1.629
-1.306 -0.861 -1.249
0.358 0.064 -0.459
0.493 -0.116 0.727
0.283 -0.113 -0.169
0.424 0.616 -0.178
0.523 -0.410 0.671
-0.434 -0.240 -0.096
-0.044 0.187 -0.127
-0.012 -0.087 0.094
0.615 1.186 -0.916
1.327 -0.560 0.094
-0.851 -0.716 0.607
-0.380 -2.345 2.283
-0.633 1.293 0.723
1.000 1.361 -3.536
-1.116 -0.512 1.892
-0.873 -0.191 0.129
-0.001 -0.129 -0.932
0.188 0.163 -0.392
0.245 0.050 0.506
0.079 -0.453 -0.011
-0.109 0.159 0.023
0.421 0.662 -0.744
0.287 -0.118 0.146
1.613 -0.069 0.509
-3.243 -1.122 -1.643
2.169 -1.806 2.104
0.272 2.923 -0.963
-0.211 0.247 1.098
-1.389 -1.547 0.782
-0.927 0.095 -0.288
1.632 1.045 -0.640
-0.277 -1.585 -1.747
0.500 -0.634 0.173
-1.004 0.530 0.654
0.467 -0.219 -0.186
0.098 -0.426 0.463
0.100 1.433 -0.736
-0.420 -0.260 0.804
0.972 0.127 0.010
-0.309 -0.155 0.087
0.382 -0.306 0.114
0.013 -0.068 0.042
0.247 0.487 0.236
-0.146 -0.312 0.037
-0.625 0.149 -1.390
-0.308 0.751 0.392
0.369 -0.161 0.536
-0.037 0.061 -0.542
0.287 0.432 0.208